A molecular structure, C36H99F6N9NaO9P in a non-equilibrium geometry, computed with ωB97M-V with the def2-TZVPD basis set.

The calculation puts the energy above the lowest of the compared OMol25 structures with the same formula, charge and spin at 7.022 eV. Its charge is 0. The value obtained for the LUMO energy is -1.597 eV.

Geometry as XYZ:
```
161
Properties=species:S:1:pos:R:3:forces:R:3
Na -3.29694 2.40123 2.39262 0.73 -0.58 -0.05
P -0.79317 0.51173 0.76714 1.44 -0.37 -3.68
F -0.73333 -0.84915 -0.14836 0.23 0.69 0.74
F -1.07768 1.41199 -0.55839 -1.12 -0.16 -0.63
F -2.38780 0.23444 0.92803 0.21 0.44 1.23
F -0.97173 1.99317 1.49561 0.18 -1.06 1.69
F -0.34410 -0.37419 2.06945 -0.83 1.93 -0.53
F 0.77790 0.83218 0.32964 -0.31 -0.58 1.95
C -3.45317 3.56545 -1.97682 -0.82 -1.86 -0.98
C -4.76010 2.70548 -1.90121 -1.68 0.61 -1.06
C -5.39039 2.36842 -3.37564 0.11 0.62 1.41
O -5.77115 3.47910 -4.23023 0.80 -0.88 -0.18
C -6.60746 4.45874 -3.62436 0.84 -0.65 0.46
N -4.65431 1.42196 -1.15520 0.27 0.83 0.14
H -2.87232 3.01702 -2.71840 0.55 0.15 0.04
H -2.85648 3.57754 -1.06472 -0.23 0.23 0.11
H -3.63489 4.53917 -2.43173 -0.12 0.07 0.44
H -5.54327 3.22930 -1.35315 -0.07 0.81 -0.29
H -6.26116 1.72447 -3.25238 -0.49 0.17 0.53
H -4.70634 1.66212 -3.84610 0.41 0.72 -0.65
H -7.07369 5.16656 -4.30973 0.31 -0.48 -0.60
H -5.92269 5.03795 -3.00494 -0.60 0.26 0.67
H -7.40658 3.93957 -3.09523 -0.08 0.28 0.48
H -5.57481 1.01564 -1.06747 -0.32 -0.32 -0.61
H -4.52413 1.71440 -0.19727 0.63 -0.12 0.38
C 3.20341 3.44435 -3.64767 2.25 -0.11 -1.11
C 3.38341 1.97200 -3.22797 -1.32 0.22 -1.16
C 4.80232 1.33454 -3.14154 0.14 1.27 -0.79
O 5.49862 1.35332 -4.40838 0.18 -0.66 -0.47
C 6.51288 0.34677 -4.64896 -0.32 0.15 1.39
N 2.75811 2.00124 -1.95721 0.22 -0.51 2.70
H 3.72273 3.62113 -4.58956 -0.27 0.11 -0.29
H 3.73464 4.08094 -2.94011 -0.08 0.02 0.31
H 2.17568 3.79980 -3.72198 -0.07 -0.47 0.00
H 2.62940 1.39421 -3.76251 0.89 -0.46 -1.49
H 4.81656 0.34033 -2.69495 -0.41 -0.12 -0.06
H 5.32182 2.01875 -2.47067 0.36 -0.09 0.32
H 7.24859 0.62976 -5.40178 -0.57 0.48 -0.22
H 6.13307 -0.64923 -4.87664 -0.58 0.10 -0.37
H 7.10743 0.16696 -3.75325 0.10 0.27 0.39
H 1.93062 2.56961 -2.06808 -0.16 -0.39 0.40
H 2.47786 1.06189 -1.71392 -0.34 -0.06 0.47
C 5.51434 -0.46463 0.97237 1.57 -0.20 0.69
C 4.77780 -0.96888 2.20755 -0.70 0.28 -0.85
C 4.53029 0.17576 3.22451 -1.49 -1.10 -2.78
O 5.68170 0.73409 3.64018 2.35 0.46 3.23
C 6.23010 0.27896 4.91164 -0.27 0.23 -0.79
N 3.48485 -1.48323 1.74410 -0.80 0.25 0.92
H 5.60445 -1.33294 0.31968 0.08 0.29 -0.42
H 6.51519 -0.13907 1.25591 0.34 -0.21 -0.01
H 5.13497 0.41944 0.45990 -0.81 -0.25 0.05
H 5.31394 -1.79844 2.66849 0.25 0.03 0.07
H 3.75892 -0.15700 3.91903 0.25 0.20 0.70
H 4.13653 0.97055 2.59096 -0.90 0.06 0.02
H 7.09143 0.92216 5.09190 0.20 -0.48 -0.16
H 6.43412 -0.79174 4.90411 0.56 -0.02 -0.35
H 5.60379 0.38409 5.79753 -0.77 0.50 -0.27
H 3.53440 -2.03720 0.90103 0.52 -0.29 -0.16
H 2.97827 -0.67131 1.42119 -0.49 0.31 -0.04
C -2.51042 -5.22133 0.21623 -0.55 -1.12 -1.46
C -2.61410 -4.17477 -0.89579 -0.19 -1.41 -0.68
C -3.86869 -4.35618 -1.85346 0.00 1.29 -0.43
O -4.02561 -3.29723 -2.88384 2.07 -1.46 1.03
C -5.18971 -3.39925 -3.60580 -0.92 -0.41 -0.54
N -2.79150 -2.97277 -0.22611 -0.41 3.01 0.27
H -2.14586 -6.17639 -0.16198 -0.18 -0.35 0.09
H -3.55551 -5.30460 0.51449 0.21 -0.41 1.02
H -1.78935 -4.88196 0.95986 -0.43 0.08 0.13
H -1.65369 -4.26182 -1.40388 -0.17 0.73 -0.67
H -4.77470 -4.19878 -1.26825 -0.07 -0.35 0.69
H -3.95584 -5.34074 -2.31296 0.32 -0.12 -0.17
H -5.44241 -4.34601 -4.08317 0.58 -0.94 0.25
H -5.13800 -2.77757 -4.49963 -0.03 0.75 0.47
H -6.05797 -3.22227 -2.97106 -0.34 0.61 -0.01
H -1.99506 -2.56956 0.24634 -0.01 -0.14 -0.19
H -3.58883 -3.02307 0.39179 0.05 0.14 0.14
C -0.46340 0.75704 -3.59554 1.69 -0.52 -0.67
C -1.88951 0.54478 -3.89152 -0.94 -1.18 -0.36
C -2.09280 -0.65983 -4.82630 0.75 -0.86 -0.57
O -1.60146 -0.42946 -6.13565 -0.48 -0.22 -0.81
C -1.89818 -1.50072 -7.04303 0.19 0.99 0.06
N -2.54851 0.19438 -2.64860 0.29 0.49 0.73
H 0.05547 0.79403 -4.55341 0.40 0.87 0.03
H 0.00071 -0.11764 -3.13988 -0.27 -0.23 0.44
H -0.34145 1.59063 -2.90390 0.34 0.24 -0.40
H -2.21753 1.47602 -4.35336 -0.64 -0.02 -0.31
H -3.08900 -1.10032 -4.86683 -0.65 0.78 0.13
H -1.52235 -1.54183 -4.53518 0.33 0.03 1.21
H -2.86551 -1.97345 -6.87303 -0.48 0.50 0.03
H -1.22947 -2.36147 -7.03919 0.71 0.21 0.35
H -1.84044 -0.99554 -8.00716 -0.22 -0.50 -0.21
H -3.15855 0.89500 -2.25226 -0.81 -0.20 -0.75
H -1.81905 0.36681 -1.97165 0.10 -1.02 0.33
C -4.00038 0.02362 6.57875 -1.06 1.56 1.36
C -3.56506 0.79244 5.35312 0.52 1.02 0.78
C -2.16234 1.51537 5.46167 -1.20 0.43 1.52
O -1.82239 2.17752 4.26491 0.66 0.36 -0.73
C -0.60843 3.04207 4.26884 -1.04 -0.56 0.43
N -3.69643 -0.12376 4.28818 1.83 -1.41 -1.84
H -3.41180 -0.83482 6.90243 0.33 0.07 -0.55
H -5.03317 -0.28872 6.42414 0.07 -0.34 -0.22
H -4.09628 0.67807 7.44513 0.25 0.10 0.22
H -4.28953 1.51057 4.96901 -0.22 1.12 1.41
H -1.39983 0.88608 5.92067 0.37 -0.58 -0.78
H -2.26093 2.29236 6.21974 -0.37 0.20 0.32
H 0.28188 2.46951 4.00873 -0.24 0.07 -0.35
H -0.44034 3.50762 5.23998 -0.30 -0.26 0.31
H -0.83268 3.87039 3.59675 0.31 -0.36 -0.31
H -3.44621 -1.02542 4.66833 -0.22 -0.68 -0.27
H -2.83564 0.10177 3.81041 0.20 -0.55 -1.54
C 1.40958 -5.00548 3.30606 -2.01 -0.12 0.18
C 0.44055 -3.76355 3.14567 0.12 -0.52 1.87
C 0.44931 -2.76774 4.38138 0.03 0.44 -0.34
O -0.13673 -3.22803 5.56743 -0.62 -2.34 0.47
C -0.17247 -2.31881 6.60791 -0.55 1.41 -0.38
N 0.73099 -3.08484 1.94069 0.99 1.47 -0.56
H 0.91122 -5.88128 2.89047 -0.14 0.00 -0.34
H 1.48606 -5.29428 4.35431 0.54 0.37 0.10
H 2.35147 -4.96642 2.75888 0.07 0.63 0.36
H -0.60828 -3.99150 2.95575 -0.16 -1.06 0.94
H -0.10551 -1.87636 4.08858 -0.23 0.27 -0.44
H 1.42925 -2.38512 4.66675 0.69 -0.21 -0.51
H 0.80086 -1.85537 6.76904 0.18 0.01 0.29
H -0.64655 -2.61589 7.54338 0.57 -1.21 -0.08
H -0.88197 -1.53334 6.34761 0.04 0.82 -0.44
H 1.56591 -2.54713 2.12472 0.92 0.10 -0.46
H 0.06606 -2.33602 1.80946 -0.41 -0.14 -0.30
C 0.53133 4.61771 -0.61461 0.35 1.07 -0.40
C 1.41142 4.99307 0.59054 0.50 -1.80 -0.94
C 0.79214 5.96523 1.63266 0.93 -1.34 -1.47
O 0.99782 7.27945 1.14652 0.19 0.02 0.07
C 0.18130 8.25104 1.73521 -0.39 0.14 1.07
N 1.81285 3.66245 1.13267 -0.03 0.34 1.42
H -0.39682 4.14400 -0.29484 0.07 -0.24 -0.07
H 1.14062 3.96825 -1.24314 -0.35 -0.25 0.29
H 0.30148 5.43572 -1.29734 -0.28 0.43 0.30
H 2.34455 5.40893 0.21053 -0.12 0.52 0.07
H 1.30516 5.69653 2.55608 -0.10 0.61 0.42
H -0.25570 5.66730 1.67003 -0.47 0.46 0.37
H 0.23670 9.25318 1.31009 -0.03 -0.48 -1.13
H 0.44946 8.53140 2.75383 0.37 -0.68 0.60
H -0.83124 7.85144 1.79134 -0.38 0.42 -0.21
H 2.76192 3.37433 0.94197 0.13 0.56 -0.12
H 1.26902 2.86299 0.84076 -0.46 0.36 -0.17
C 2.86349 -5.69845 -1.72526 0.54 0.36 0.36
C 2.39011 -4.64960 -0.71709 -1.49 0.70 -1.91
C 2.11922 -3.22162 -1.39180 0.40 -1.84 0.40
O 3.26817 -2.46843 -1.48482 0.34 2.03 1.14
C 4.29183 -2.79454 -2.35962 -0.44 -1.15 -0.15
N 1.11625 -5.11955 -0.18545 0.75 -0.69 0.77
H 2.49957 -5.53970 -2.74038 -0.46 -0.31 0.10
H 2.52860 -6.60505 -1.22126 0.17 -0.42 -0.79
H 3.95035 -5.68277 -1.80647 0.08 -0.23 0.03
H 3.16473 -4.68917 0.04875 -0.31 0.77 0.42
H 1.33898 -2.63880 -0.90227 0.39 0.02 0.73
H 1.66643 -3.38177 -2.37028 0.11 -0.42 -0.57
H 3.86590 -2.94838 -3.35108 0.28 0.71 -0.60
H 4.70071 -3.78422 -2.15602 0.46 -0.03 0.42
H 5.05632 -2.02862 -2.22910 -0.06 -0.10 -0.54
H 0.34373 -4.98307 -0.82159 0.03 0.22 -0.06
H 0.98921 -4.59814 0.67018 -0.81 0.27 -0.04
```
Forces are in eV/Å.